P) # C4H6NO2

A cluster of 2 separate species, C4H6NO2 in total (the ωB97M-V functional and the def2-TZVPD basis, the OMol25 dataset).

Last column: Mulliken charge in e.
Atoms and positions in Å:
1 C -0.3047 -0.3147 0.5867  -0.513
2 C -0.7109 2.2909 -0.4867  -0.996
3 C 0.9858 -1.8716 0.0638  -0.629
4 C -0.5496 -1.5971 -0.4277  0.354
5 N 0.9355 -0.6435 0.8109  0.687
6 O 1.8436 -0.1649 1.5656  -0.844
7 O -1.5063 -2.3411 -0.0987  -0.696
8 H -1.6939 2.3711 -0.8993  0.263
9 H -0.5674 2.9690 0.2730  0.316
10 H 1.2236 -2.8052 0.6236  0.274
11 H 1.6843 -1.8681 -0.8504  0.196
12 H -0.5742 -1.0769 -1.3646  0.207
13 H 0.0526 1.8961 -1.0234  0.381

Results
E_HOMO (spin up / spin down), Ha: -0.13401 / -0.13639
Lowest unoccupied orbital energy (spin up / spin down), eV: 3.664 / 3.513
Charge: -1


Q) # C4H6NO2

The ion C4H6NO2 with charge -1 (the ωB97M-V functional and the def2-TZVPD basis, the OMol25 dataset).

Last column: Mulliken charge in e.
Atoms and positions in Å:
1 C 0.6523 -1.1882 0.0812  -0.504
2 C -0.2570 -0.2605 0.0094  0.549
3 C 0.3719 1.1310 0.1119  -0.432
4 C -1.8057 -0.2917 -0.0902  -1.438
5 N 2.3942 -0.2022 0.4582  0.066
6 O 3.3319 -0.5189 -0.2340  -0.512
7 O 1.7665 1.1173 -0.0452  -0.311
8 H 0.2743 -2.2707 -0.1398  0.209
9 H -0.2387 1.6860 -0.6819  0.200
10 H 0.0225 1.6196 1.0328  0.181
11 H -2.1662 -1.2831 0.1757  0.385
12 H -2.1778 -0.0424 -1.1148  0.247
13 H -2.1682 0.5037 0.4367  0.360

Results
E_HOMO, Ha: -0.07666
Lowest unoccupied orbital energy, eV: 3.998
Charge: -1


Stability check: which of them is most stable? Q).


P) # C2H3NO3S

A cluster of 2 separate species, C2H3NO3S in total (the ωB97M-V functional and the def2-TZVPD basis, the OMol25 dataset).

Last column: Mulliken charge in e.
Atoms and positions in Å:
1 C 0.3842 0.2860 -1.3161  0.067
2 C -0.5059 1.8502 0.3257  -0.145
3 N -0.1669 1.3227 -0.7615  -0.252
4 O 0.1656 -0.9092 -1.1459  -0.534
5 O 1.2252 -2.9380 0.9879  -0.399
6 O -0.8130 -1.7719 1.6156  -0.425
7 S -0.1456 -2.6643 0.6886  0.805
8 H 1.0429 0.5460 -2.1015  0.383
9 H -0.1517 1.5170 1.3142  0.224
10 H -1.0348 2.7616 0.3932  0.277

Results
E_HOMO, Ha: -0.38540
Lowest unoccupied orbital energy, eV: -0.538


Q) # C2H3NO3S

The molecule C2H3NO3S (the ωB97M-V functional and the def2-TZVPD basis, the OMol25 dataset).

Last column: Mulliken charge in e.
Atoms and positions in Å:
1 O -1.4481 1.7076 0.1263  -0.553
2 S -0.3849 1.0237 -0.5449  1.093
3 O 0.4355 1.7525 -1.4574  -0.579
4 C 0.6776 0.0479 0.6079  -0.406
5 C 0.0446 -1.2353 0.3928  -0.197
6 N -0.7838 -1.4895 -0.5719  -0.241
7 O -0.9097 -0.1815 -1.3805  -0.242
8 H 0.7153 0.5114 1.5912  0.362
9 H 1.6587 -0.0908 0.2309  0.285
10 H -0.0052 -2.0458 1.0056  0.479

Results
E_HOMO, Ha: -0.40786
Lowest unoccupied orbital energy, eV: 0.209
Structure (SMILES): O=S1(=O)CC=NO1


R) # C2H3NO3S

The molecule C2H3NO3S (the ωB97M-V functional and the def2-TZVPD basis, the OMol25 dataset).

Last column: Mulliken charge in e.
Atoms and positions in Å:
1 O -0.9766 -1.2945 -0.8164  -0.646
2 C -0.3710 -0.3549 -0.3378  0.641
3 N -0.4803 0.9018 -0.8083  -0.153
4 O -0.2860 2.0680 -0.0948  -0.355
5 C 0.6576 -0.6718 0.7642  0.306
6 O 0.3999 -1.8978 1.1610  -0.481
7 S 1.9147 0.2587 1.1953  -0.349
8 H -1.2320 0.9894 -1.5017  0.283
9 H 0.7092 2.1869 -0.1290  0.343
10 H -0.3356 -2.1858 0.5675  0.411

Results
E_HOMO, Ha: -0.34593
Lowest unoccupied orbital energy, eV: -0.739
Structure (SMILES): O=C(NO)C(O)=S


Stability check: which of them is most stable? R).


P) # C6H10ClN

The molecule C6H10ClN (the ωB97M-V functional and the def2-TZVPD basis, the OMol25 dataset).

Last column: Mulliken charge in e.
Atoms and positions in Å:
1 C -1.0069 2.2383 0.0362  -0.880
2 C -1.8678 1.1131 0.1023  -0.106
3 C -1.4005 -0.1800 -0.2292  -0.049
4 Cl -2.6724 -1.5065 -0.2078  -0.256
5 C -0.1639 -0.9332 -0.3540  -0.233
6 C 0.4377 -1.4525 0.9751  -0.333
7 N 1.1148 -0.4335 0.2284  -0.116
8 C 2.3227 -0.5602 -0.5337  -0.869
9 H -0.7557 2.6622 -1.0146  0.241
10 H 0.1479 1.9518 0.4578  0.200
11 H -1.3417 3.0852 0.7263  0.286
12 H -3.0131 0.8263 0.5319  0.166
13 H -0.2276 -1.4719 -1.2075  0.455
14 H 0.8629 -2.4534 0.7791  0.280
15 H -0.2407 -1.3615 1.8015  0.323
16 H 2.2923 0.2814 -1.3309  0.258
17 H 3.1029 -0.1627 0.1594  0.288
18 H 2.4092 -1.6429 -0.9203  0.345

Results
E_HOMO, Ha: -0.31657
Lowest unoccupied orbital energy, eV: 0.975
Structure (SMILES): C/C=C(/Cl)[C@@H]1CN1C


Q) # C6H10ClN

The molecule C6H10ClN (the ωB97M-V functional and the def2-TZVPD basis, the OMol25 dataset).

Last column: Mulliken charge in e.
Atoms and positions in Å:
1 N 0.1388 0.9896 2.4557  -0.591
2 C -0.7958 0.1440 1.7149  -0.949
3 C -0.3965 0.0468 0.2696  0.141
4 C -0.7180 0.8874 -0.7170  -0.610
5 C -0.1704 0.4752 -2.0595  -0.523
6 C 0.8453 -0.6193 -1.6813  -0.843
7 C 0.4118 -1.1066 -0.2921  0.410
8 Cl 1.8175 -1.5439 0.7557  -0.244
9 H 1.0693 0.5792 2.3910  0.259
10 H -0.1171 0.9722 3.4324  0.237
11 H -1.7818 0.5462 1.7716  0.426
12 H -0.8680 -0.9054 2.1450  0.285
13 H -1.3163 1.7697 -0.5838  0.468
14 H 0.2954 1.3214 -2.5985  0.310
15 H -0.9729 0.0819 -2.6910  0.250
16 H 0.9005 -1.4356 -2.4034  0.322
17 H 1.8381 -0.1862 -1.6069  0.304
18 H -0.1797 -2.0166 -0.3024  0.348

Results
E_HOMO, Ha: -0.34075
Lowest unoccupied orbital energy, eV: 0.969
Structure (SMILES): NCC1=CCC[C@H]1Cl


R) # C6H10ClN

The molecule C6H10ClN (the ωB97M-V functional and the def2-TZVPD basis, the OMol25 dataset).

Last column: Mulliken charge in e.
Atoms and positions in Å:
1 C 2.1920 0.9895 -0.1310  -1.653
2 C 1.3292 -0.2191 0.2148  -0.009
3 C 0.1437 -0.1496 1.1803  -0.232
4 C -0.4191 1.2116 1.4701  -0.789
5 N -1.2425 1.6199 0.3031  -0.400
6 C -0.8456 0.8288 -0.8102  -0.933
7 C -0.0691 -0.3888 -0.3128  0.717
8 Cl -0.5820 -1.9455 -0.8838  -0.229
9 H 1.6765 1.9440 -0.1564  0.426
10 H 2.6745 0.7725 -1.0913  0.349
11 H 3.0186 1.1648 0.5616  0.357
12 H 1.8615 -1.1750 0.2049  0.440
13 H -0.0252 -0.8992 1.9678  0.357
14 H -1.0277 1.1348 2.3732  0.346
15 H 0.3799 1.9249 1.7620  0.240
16 H -2.1889 1.3100 0.5102  0.310
17 H -0.1132 1.3966 -1.3930  0.222
18 H -1.6513 0.5261 -1.5026  0.480

Results
E_HOMO, Ha: -0.33826
Lowest unoccupied orbital energy, eV: 0.957
Structure (SMILES): C[C@H]1[C@H]2CNC[C@]21Cl


S) # C6H10ClN

The molecule C6H10ClN (the ωB97M-V functional and the def2-TZVPD basis, the OMol25 dataset).

Last column: Mulliken charge in e.
Atoms and positions in Å:
1 C 2.0990 1.4142 -0.3528  -0.739
2 C 2.3872 0.0951 -0.2825  0.375
3 Cl 3.9594 -0.3741 0.2677  -0.214
4 C 1.4689 -1.0222 -0.5992  -0.399
5 C 0.2148 -1.1994 -0.1110  -0.272
6 C -0.5331 -0.3138 0.8162  -0.814
7 C -1.6400 0.5335 0.1240  -0.399
8 N -2.7500 -0.3531 -0.2554  -0.596
9 H 1.1300 1.6455 -0.8183  0.222
10 H 2.7876 2.1558 0.0364  0.294
11 H 1.8683 -1.8323 -1.2136  0.345
12 H -0.3310 -2.0710 -0.4905  0.345
13 H 0.1336 0.3529 1.3625  0.434
14 H -1.0690 -0.9108 1.5933  0.371
15 H -1.8928 1.3520 0.8123  0.275
16 H -1.1511 1.0137 -0.7565  0.309
17 H -3.2025 -0.7022 0.5666  0.227
18 H -3.4793 0.2163 -0.6990  0.233

Results
E_HOMO, Ha: -0.33194
Lowest unoccupied orbital energy, eV: 0.854
Structure (SMILES): C=C(Cl)/C=C\CCN


Stability check: which of them is most stable? Q).


P) # C16H17N

A cluster of 2 separate species, C16H17N in total (the ωB97M-V functional and the def2-TZVPD basis, the OMol25 dataset).

Last column: Mulliken charge in e.
Atoms and positions in Å:
1 C -0.2415 0.8360 -2.0690  -1.200
2 C -0.6886 1.9277 -1.0925  0.582
3 C -1.9077 2.6308 -1.1810  -0.782
4 N -1.9272 3.5149 -0.2413  -0.003
5 C -0.8684 3.3505 0.5981  -0.533
6 C -0.4074 3.9284 1.8001  -0.555
7 C 0.6465 3.3299 2.5112  -0.439
8 C 1.5750 2.4677 1.9220  -0.545
9 C 1.2824 1.9957 0.5981  -0.682
10 C 0.0232 2.3525 0.0287  1.223
11 H -1.1912 0.3057 -2.2646  0.350
12 H 0.6298 0.3556 -1.6403  0.178
13 H 0.1693 1.2558 -3.0698  0.284
14 H -2.6211 2.4007 -1.9816  0.392
15 H -2.7042 4.0940 0.0440  0.230
16 H -0.9599 4.8179 2.2492  0.254
17 H 0.7555 3.6705 3.5402  0.350
18 H 2.4023 2.2562 2.6209  0.312
19 H 1.9930 1.3585 0.1169  0.590
20 C -1.6663 -4.1901 -0.6918  -1.204
21 C -0.4093 -3.3953 -0.3119  0.457
22 C -0.3461 -2.0116 0.0527  -0.369
23 C 0.8955 -1.4936 0.4871  -0.853
24 C 2.1264 -2.1537 0.3838  -0.237
25 C 2.1324 -3.4775 -0.0613  -0.611
26 C 0.8742 -4.0509 -0.3797  -0.248
27 H -2.0814 -4.9040 0.0684  0.254
28 H -1.6398 -4.7865 -1.6147  0.327
29 H -2.3758 -3.3671 -0.9745  0.330
30 H -1.3166 -1.5531 -0.0068  0.407
31 H 0.8565 -0.5615 0.9522  0.721
32 H 3.0333 -1.6919 0.4963  0.481
33 H 3.1071 -4.0940 -0.2011  0.255
34 H 0.8503 -5.1182 -0.6879  0.287

Results
E_HOMO, Ha: -0.27157
Lowest unoccupied orbital energy, eV: 0.814
Structure (SMILES): Cc1c[nH]c2ccccc12.Cc1ccccc1


Q) # C16H17N

A cluster of 2 separate species, C16H17N in total (the ωB97M-V functional and the def2-TZVPD basis, the OMol25 dataset).

Last column: Mulliken charge in e.
Atoms and positions in Å:
1 C 2.2574 2.8975 -1.3450  -1.348
2 C 0.8045 3.1509 -1.6125  0.734
3 C 0.1448 4.3194 -1.7957  -0.768
4 N -1.1936 4.0778 -2.0607  -0.047
5 C -1.4116 2.7257 -2.0573  -0.226
6 C -2.5515 1.9886 -2.3697  -0.719
7 C -2.4609 0.6186 -2.1499  -0.467
8 C -1.3126 0.0061 -1.6293  -0.446
9 C -0.1600 0.7404 -1.4569  -0.510
10 C -0.1728 2.0966 -1.8143  0.740
11 H 2.4570 2.9614 -0.2680  0.268
12 H 2.9134 3.6293 -1.8199  0.371
13 H 2.5520 1.9090 -1.6953  0.339
14 H 0.4818 5.3409 -1.7788  0.419
15 H -1.8575 4.7550 -2.3866  0.192
16 H -3.4761 2.3438 -2.7960  0.350
17 H -3.3752 0.0424 -2.2450  0.340
18 H -1.3616 -1.0586 -1.4572  0.486
19 H 0.7743 0.2510 -1.1896  0.282
20 C 2.0460 -2.8363 3.8101  -1.389
21 C 0.9680 -2.8979 2.7607  0.818
22 C 0.1258 -1.8010 2.5947  -0.306
23 C -0.8918 -1.7779 1.6557  -0.520
24 C -0.9843 -2.8438 0.7617  -0.480
25 C -0.1968 -3.9656 0.9491  -0.654
26 C 0.7806 -3.9979 1.9275  -0.325
27 H 2.8163 -2.1257 3.4748  0.298
28 H 2.5876 -3.7743 3.9336  0.351
29 H 1.6777 -2.4184 4.7430  0.337
30 H 0.2230 -0.9487 3.2649  0.308
31 H -1.5622 -0.9299 1.7019  0.404
32 H -1.7399 -2.8106 -0.0067  0.521
33 H -0.2834 -4.7836 0.2390  0.344
34 H 1.3814 -4.8844 2.1179  0.304

Results
E_HOMO, Ha: -0.28633
Lowest unoccupied orbital energy, eV: 0.933
Structure (SMILES): Cc1c[nH]c2ccccc12.Cc1ccccc1


Stability check: which of them is most stable? Q).


P) # C16H17N

A cluster of 2 separate species, C16H17N in total (the ωB97M-V functional and the def2-TZVPD basis, the OMol25 dataset).

Last column: Mulliken charge in e.
Atoms and positions in Å:
1 C -4.0393 -0.7072 -1.8219  -1.260
2 C -3.3275 -1.2392 -0.6320  0.538
3 C -3.8133 -1.4416 0.6155  -0.787
4 N -2.8423 -1.8779 1.4951  -0.134
5 C -1.6883 -2.0025 0.7448  -0.293
6 C -0.4041 -2.3839 1.1361  -0.790
7 C 0.6235 -2.1473 0.2507  -0.622
8 C 0.4141 -1.8776 -1.1058  -0.425
9 C -0.8697 -1.5572 -1.5237  -0.550
10 C -1.9226 -1.5658 -0.5941  0.909
11 H -4.8891 -0.1195 -1.4601  0.362
12 H -4.2765 -1.4846 -2.5555  0.280
13 H -3.4543 0.1052 -2.2822  0.339
14 H -4.8228 -1.2368 0.9454  0.411
15 H -2.7534 -1.7372 2.4758  0.246
16 H -0.0476 -2.7198 2.1127  0.313
17 H 1.6633 -2.1369 0.5678  0.663
18 H 1.2721 -2.0237 -1.7635  0.381
19 H -1.0413 -1.3505 -2.5593  0.464
20 C 0.3499 1.9773 1.1266  -1.274
21 C 1.7643 1.9855 0.5872  0.805
22 C 2.3736 0.7716 0.3402  -0.097
23 C 3.6937 0.7468 -0.1524  -0.440
24 C 4.3955 1.9242 -0.2222  -0.596
25 C 3.7469 3.1451 -0.0019  -0.296
26 C 2.4238 3.2099 0.3980  -0.728
27 H -0.3629 1.5567 0.3901  0.220
28 H -0.0830 2.9466 1.3473  0.374
29 H 0.2819 1.3630 2.0190  0.306
30 H 1.8249 -0.1530 0.5036  0.272
31 H 4.2078 -0.2083 -0.2516  0.362
32 H 5.4118 1.9766 -0.6033  0.342
33 H 4.2355 4.1008 -0.0751  0.346
34 H 1.9556 4.1614 0.5483  0.359

Results
E_HOMO, Ha: -0.29217
Lowest unoccupied orbital energy, eV: 0.831
Structure (SMILES): Cc1c[nH]c2ccccc12.Cc1ccccc1


Q) # C16H17N

A cluster of 2 separate species, C16H17N in total (the ωB97M-V functional and the def2-TZVPD basis, the OMol25 dataset).

Last column: Mulliken charge in e.
Atoms and positions in Å:
1 C 4.3378 2.9639 -1.0974  -1.281
2 C 3.1082 2.1884 -0.7297  0.567
3 C 3.0018 1.4672 0.4220  -0.733
4 N 1.7965 0.8021 0.4270  -0.012
5 C 1.0853 1.1300 -0.6855  -0.385
6 C -0.2060 0.8044 -1.0929  -0.490
7 C -0.6398 1.3457 -2.2763  -0.438
8 C 0.1748 2.1596 -3.0937  -0.696
9 C 1.4514 2.4768 -2.6931  -0.510
10 C 1.9007 1.9801 -1.4609  1.166
11 H 5.2206 2.3338 -1.1956  0.307
12 H 4.5335 3.8415 -0.4816  0.302
13 H 4.2059 3.3559 -2.1082  0.298
14 H 3.7484 1.3226 1.1813  0.398
15 H 1.3907 0.3273 1.2162  0.193
16 H -0.8899 0.2755 -0.4363  0.343
17 H -1.5509 1.0146 -2.7411  0.369
18 H -0.3312 2.6597 -3.9110  0.351
19 H 2.1428 2.9050 -3.4120  0.271
20 C -0.9347 -3.9178 2.3346  -1.459
21 C -1.8799 -2.8771 1.8530  0.866
22 C -2.2110 -1.7730 2.6496  -0.468
23 C -2.9792 -0.7425 2.1530  -0.446
24 C -3.6030 -0.8786 0.9061  -0.487
25 C -3.3029 -1.9717 0.1246  -0.504
26 C -2.3310 -2.8827 0.5415  -0.462
27 H -0.1797 -3.5962 3.0548  0.346
28 H -0.3644 -4.4680 1.5965  0.374
29 H -1.4525 -4.6990 2.9116  0.303
30 H -1.9230 -1.7658 3.6937  0.391
31 H -3.2190 0.1413 2.7270  0.422
32 H -4.3666 -0.1611 0.6444  0.384
33 H -3.7110 -2.1047 -0.8723  0.356
34 H -2.0231 -3.6571 -0.1492  0.364

Results
E_HOMO, Ha: -0.28221
Lowest unoccupied orbital energy, eV: 0.723
Structure (SMILES): Cc1c[nH]c2ccccc12.Cc1ccccc1


Stability check: which of them is most stable? Q).